{
  "formula": "CH2N4OS",
  "method": "the ωB97M-V functional and the def2-TZVPD basis",
  "smiles": "On1[nH]nnc1=S",
  "de_lowest_ev": 1.396,
  "e_tot_ha": -731.62532,
  "orbital_gap_ev": 8.449,
  "homo_energy_ev": -8.92,
  "symbols": ["O", "N", "N", "N", "N", "C", "S", "H", "H"],
  "xyz": [[0.36100, 1.69475, -0.07102], [-0.02660, 0.43513, 0.20637], [-1.30385, 0.04031, -0.09467], [-1.31262, -1.29814, -0.07350], [-0.12782, -1.74628, -0.01982], [0.75674, -0.66670, 0.08541], [2.40777, -0.58486, -0.01970], [1.31755, 1.56200, -0.31841], [-2.07217, 0.56379, 0.30534]],
  "forces_ev_per_a": [[0.4701, 0.2114, -0.1812], [-0.4155, -1.0157, 0.0245], [0.3155, -0.0171, 0.0222], [-0.4151, 0.4248, -0.0029], [0.1554, 0.2320, 0.0869], [0.6381, 0.3119, -0.0369], [-0.4192, 0.0596, 0.0024], [-0.2275, -0.0127, 0.0836], [-0.1017, -0.1942, 0.0015]],
  "nbo_charge": [-0.50, 0.05, -0.22, 0.05, -0.22, 0.11, -0.19, 0.50, 0.42]
}

---

{
  "formula": "C20H40CoN6O3S2Si",
  "method": "the ωB97M-V functional and the def2-TZVPD basis",
  "de_lowest_ev": 0.000,
  "spin_multiplicity": 2,
  "e_tot_ha": -3809.22768,
  "orbital_gap_ev": [7.271, 7.258],
  "homo_energy_ev": [-7.57, -7.56],
  "symbols": ["Co", "C", "C", "N", "N", "C", "N", "S", "C", "C", "C", "C", "C", "N", "H", "H", "H", "H", "H", "H", "H", "H", "H", "C", "C", "C", "C", "O", "Si", "S", "O", "C", "C", "C", "C", "O", "C", "C", "C", "C", "H", "H", "H", "H", "H", "H", "H", "H", "H", "H", "H", "H", "H", "H", "H", "H", "H", "H", "H", "H", "H", "H", "H", "H", "H", "H", "H", "N", "N", "H", "H", "H", "H"],
  "xyz": [[-0.74409, -0.92068, -0.05932], [-2.28688, 2.21727, 2.28086], [-1.79926, 1.29983, 1.20809], [-0.99497, 0.31165, 1.41993], [-0.56608, 0.06867, 2.67544], [0.25021, -0.97529, 2.72833], [0.76994, -1.24618, 3.94127], [0.68914, -1.96952, 1.40228], [-2.17316, 1.48830, -0.19949], [-2.90656, 2.57607, -0.64694], [-3.12760, 2.72762, -2.00780], [-2.60543, 1.79076, -2.88074], [-1.90528, 0.71247, -2.36109], [-1.70311, 0.55312, -1.05808], [-2.06161, 1.79522, 3.25384], [-3.36322, 2.37591, 2.19115], [-1.79782, 3.19275, 2.20723], [0.51503, -0.67415, 4.72644], [1.31353, -2.07780, 4.07241], [-3.28203, 3.30147, 0.06225], [-3.69283, 3.57347, -2.37840], [-2.73144, 1.87909, -3.95098], [-1.49476, -0.05062, -3.00637], [3.37662, 0.86986, -1.94029], [1.97786, 1.11982, -1.38756], [1.25008, 2.18068, -2.21022], [2.04702, 1.55070, 0.07075], [1.21812, -0.10064, -1.40058], [1.13123, -1.33697, -2.49628], [-0.53336, -2.40992, -1.85576], [0.94302, -0.56036, -3.94082], [1.01978, -1.05166, -5.28362], [0.53294, -2.49408, -5.38053], [0.11712, -0.14084, -6.10961], [2.46509, -0.93496, -5.75304], [2.53773, -2.15333, -2.66272], [3.12852, -3.26126, -1.97350], [2.54472, -4.55691, -2.52332], [4.61973, -3.17973, -2.27273], [2.86984, -3.14629, -0.47433], [3.97230, 1.78245, -1.87325], [3.33146, 0.55739, -2.98647], [3.87361, 0.08577, -1.36614], [1.80319, 3.12145, -2.18657], [0.25484, 2.35623, -1.79355], [1.14475, 1.85228, -3.24471], [2.53602, 2.52262, 0.15988], [2.59852, 0.81569, 0.65991], [1.03779, 1.62550, 0.48166], [-0.47652, -2.58623, -4.97455], [1.19077, -3.16502, -4.82294], [0.52260, -2.81235, -6.42529], [-0.92088, -0.24702, -5.78185], [0.17241, -0.39609, -7.16982], [0.42142, 0.90046, -5.98218], [3.11270, -1.52325, -5.10151], [2.78756, 0.10839, -5.71623], [2.56685, -1.29585, -6.77920], [2.75747, -4.64552, -3.59142], [1.46384, -4.57251, -2.37320], [2.98235, -5.41623, -2.01150], [4.79176, -3.22320, -3.35004], [5.14864, -4.00949, -1.79848], [5.02837, -2.23994, -1.89512], [1.80064, -3.21887, -0.26411], [3.23345, -2.18909, -0.09094], [3.38008, -3.95187, 0.05801], [-2.84014, -2.33461, 1.98426], [-2.63846, -1.99708, 0.61258], [-3.82070, -2.49391, 2.18040], [-2.51656, -1.56050, 2.55220], [-3.42088, -1.47791, 0.22475], [-2.53731, -2.85312, 0.08109]],
  "forces_ev_per_a": [[0.4244, 0.0213, 0.0964], [-0.0224, 0.0680, -0.0841], [0.0211, 0.0157, 0.1068], [-0.2666, -0.1471, -0.2851], [0.0215, 0.1497, 0.2583], [-0.0531, -0.0529, -0.1284], [-0.0164, 0.0224, 0.0140], [-0.3849, 0.1562, 0.2215], [0.1712, -0.0799, -0.1091], [-0.0335, 0.1164, 0.0325], [0.0107, -0.0240, -0.0197], [-0.0293, 0.0644, -0.0069], [-0.0638, -0.0757, -0.0182], [-0.2698, -0.0476, 0.2487], [0.0100, -0.0144, 0.0237], [0.0110, 0.0115, 0.0109], [-0.0159, -0.0049, 0.0043], [-0.0078, -0.0070, -0.0008], [0.0089, -0.0008, 0.0005], [0.0213, -0.0154, -0.0383], [0.0180, -0.0075, 0.0138], [-0.0046, -0.0064, 0.0231], [0.0689, -0.1262, 0.0298], [-0.0198, 0.0147, -0.0271], [0.0981, 0.0056, 0.0057], [-0.0491, -0.1078, 0.0059], [-0.0123, -0.0517, 0.0219], [0.0266, 0.0593, 0.0766], [-0.2373, 0.1072, -0.1339], [0.1276, 0.0798, 0.0826], [-0.0547, -0.0211, 0.0245], [-0.0111, 0.0442, -0.0399], [0.0072, -0.0145, 0.0546], [-0.0339, -0.0092, 0.0400], [0.0277, -0.0125, 0.0198], [-0.0190, -0.0070, -0.1164], [0.0624, -0.0119, 0.1694], [-0.0535, 0.0301, -0.0159], [0.0091, 0.0070, 0.0372], [0.0936, -0.0842, -0.2563], [-0.0028, 0.0006, -0.0081], [0.0097, 0.0120, 0.0562], [-0.0113, 0.0128, -0.0239], [0.0136, -0.0063, -0.0019], [0.0446, 0.0275, -0.0207], [-0.0103, 0.0056, 0.0182], [0.0209, -0.0132, 0.0057], [-0.0280, -0.0008, 0.0032], [0.0567, 0.0318, -0.0077], [0.0375, 0.0041, -0.0124], [-0.0352, 0.0314, -0.0175], [0.0086, -0.0035, 0.0232], [0.0506, 0.0219, -0.0149], [0.0023, 0.0051, 0.0202], [-0.0137, -0.0352, -0.0070], [-0.0063, 0.0082, -0.0268], [-0.0041, -0.0301, 0.0007], [0.0074, 0.0150, 0.0203], [-0.0089, 0.0063, 0.0240], [0.0207, -0.0147, -0.0024], [0.0003, 0.0020, -0.0087], [-0.0067, -0.0005, 0.0219], [-0.0002, 0.0310, -0.0204], [-0.0034, -0.0346, -0.0071], [0.2718, -0.1266, -0.2097], [-0.0442, -0.0651, -0.0381], [-0.0125, 0.0078, 0.0209], [-0.0052, 0.0421, 0.0389], [0.0261, 0.0804, -0.1764], [-0.0304, 0.0185, 0.0093], [0.0673, -0.0025, 0.0002], [-0.0362, -0.0324, -0.0215], [0.0410, -0.0426, 0.0199]],
  "mulliken_spin": [0.98, 0.00, 0.00, 0.00, 0.00, 0.01, 0.00, -0.03, 0.01, 0.00, 0.00, 0.00, 0.01, -0.01, 0.00, 0.00, 0.00, 0.00, 0.00, 0.00, 0.00, 0.00, 0.00, 0.00, -0.01, 0.00, 0.01, 0.03, -0.02, -0.02, 0.00, 0.00, 0.00, 0.00, 0.00, 0.00, 0.00, 0.00, 0.00, 0.00, 0.00, 0.00, 0.00, 0.00, 0.00, 0.00, 0.00, 0.00, 0.00, 0.00, 0.00, 0.00, 0.00, 0.00, 0.00, 0.00, 0.00, 0.00, 0.00, 0.00, 0.00, 0.00, 0.00, 0.00, 0.00, 0.00, 0.00, 0.00, 0.06, 0.00, 0.00, -0.01, 0.00]
}

---

{
  "formula": "C26H48DyOP2",
  "method": "the ωB97M-V functional and the def2-TZVPD basis",
  "total_charge": 1,
  "spin_multiplicity": 6,
  "e_tot_ha": -2662.22676,
  "orbital_gap_ev": [6.325, 7.238],
  "homo_energy_ev": [-9.83, -9.88],
  "symbols": ["Dy", "C", "C", "C", "C", "C", "C", "H", "H", "H", "C", "H", "H", "H", "C", "H", "H", "H", "C", "H", "H", "H", "C", "H", "H", "H", "C", "C", "C", "C", "C", "C", "C", "C", "H", "H", "H", "H", "H", "H", "H", "H", "H", "H", "H", "H", "P", "C", "C", "P", "C", "C", "C", "H", "H", "H", "H", "H", "H", "H", "H", "H", "H", "H", "H", "H", "H", "C", "C", "C", "O", "H", "H", "H", "H", "H", "H", "H"],
  "xyz": [[-0.64521, 1.28780, 1.04158], [-2.21138, 3.22410, 0.03094], [-3.06449, 2.08109, 0.21531], [-2.56295, 2.93620, 2.30658], [-1.90144, 3.74657, 1.33226], [-3.24318, 1.87772, 1.62231], [-1.80066, 3.83526, -1.25694], [-1.79398, 3.09170, -2.06521], [-0.79183, 4.26306, -1.18038], [-2.48459, 4.64848, -1.55446], [-1.07485, 4.93317, 1.64582], [-0.66643, 5.38502, 0.73485], [-0.22755, 4.65219, 2.29114], [-1.65255, 5.70373, 2.18175], [-2.58591, 3.20979, 3.76110], [-3.32243, 3.99045, 4.01126], [-1.60582, 3.55409, 4.11313], [-2.85168, 2.31193, 4.33200], [-4.08791, 0.84529, 2.27986], [-5.07489, 1.24620, 2.57177], [-3.59556, 0.47355, 3.19176], [-4.25114, -0.00889, 1.60931], [-3.70706, 1.28718, -0.86324], [-4.72922, 1.64923, -1.06752], [-3.78991, 0.22400, -0.58825], [-3.14357, 1.35127, -1.80440], [2.97636, -2.43473, -3.00335], [2.06001, -2.18539, -3.97421], [1.18304, -3.20411, -4.65382], [0.84207, -4.45620, -3.82693], [0.41548, -4.16725, -2.40425], [1.21066, -4.17224, -1.32240], [2.70481, -4.32897, -1.32743], [3.43635, -3.79859, -2.57162], [1.61535, -3.53356, -5.61970], [1.66615, -5.18786, -3.89289], [0.23979, -2.69894, -4.92592], [3.40882, -4.54879, -3.38002], [3.60748, -1.62680, -2.65423], [2.08564, -1.22212, -4.47964], [4.50315, -3.70945, -2.29764], [3.09717, -3.79951, -0.44319], [0.77289, -4.27766, -0.32933], [2.99405, -5.38763, -1.18131], [-0.01132, -4.94185, -4.33534], [-0.67005, -4.13498, -2.29471], [0.70587, 0.46669, -1.16533], [2.41820, 0.86630, -1.50772], [-0.05374, 0.02974, -2.73442], [-0.70060, -1.45431, 0.87094], [0.79843, -1.17858, -0.27246], [-1.67489, -2.72003, 0.03855], [0.05293, -2.27922, 2.28695], [2.91897, 1.22514, -0.59102], [2.43511, 1.68022, -2.25005], [2.95008, -0.01280, -1.90153], [0.48925, -0.80655, -3.19557], [0.00472, 0.91093, -3.39049], [-1.10999, -0.24834, -2.60602], [0.67576, -3.12112, 1.95712], [-0.75741, -2.64189, 2.93426], [0.66476, -1.57222, 2.86834], [1.71969, -1.23044, 0.33504], [0.82555, -1.98554, -1.02727], [-2.43683, -3.07077, 0.75728], [-1.04165, -3.56490, -0.28163], [-2.18392, -2.29292, -0.84361], [2.86710, 2.14672, 2.66995], [1.62131, 1.84587, 3.48281], [1.46853, 2.74958, 4.69290], [0.47662, 1.87070, 2.64143], [2.73794, 3.06415, 2.08622], [3.08838, 1.32957, 1.97521], [3.73892, 2.27375, 3.31707], [1.72200, 0.81929, 3.86379], [1.12843, 3.75101, 4.39970], [0.74911, 2.31925, 5.39960], [2.42964, 2.84716, 5.21556]],
  "forces_ev_per_a": [[-1.9210, 3.0143, 1.8939], [-0.3023, -0.8268, 1.1313], [0.7681, 0.4544, 0.5482], [0.4457, -0.2917, -1.3679], [-0.6916, -1.3300, -0.1013], [0.7085, 0.8299, -0.4996], [0.1032, 0.2748, -0.5507], [0.0050, 0.2294, 0.0673], [-0.2126, -0.0293, -0.1561], [0.2449, -0.2446, 0.0226], [0.4723, 0.4921, 0.2148], [-0.0751, 0.0135, 0.2135], [-0.1804, 0.1691, -0.1083], [0.1697, -0.2056, -0.2021], [0.1031, 0.0046, 0.6030], [0.1808, -0.2067, -0.0789], [-0.1713, -0.0517, -0.0092], [0.0417, 0.2034, -0.0359], [-0.2733, -0.3584, 0.2279], [0.3300, -0.1950, -0.1003], [-0.2758, 0.0186, -0.1810], [-0.0749, 0.1322, 0.2110], [-0.3520, -0.3142, -0.4032], [0.2936, -0.1731, -0.0221], [-0.0420, 0.2135, -0.1338], [-0.1677, -0.0353, 0.1373], [-0.5223, -0.0066, -1.8116], [1.6750, -0.6888, 0.2982], [-0.2598, 0.0425, -0.1635], [-0.0911, -0.1436, -0.4491], [0.2448, -0.7660, 0.2719], [-0.2982, -1.1120, -0.7165], [0.3450, -0.0544, 0.2700], [0.3246, -0.3475, 0.4145], [-0.0465, 0.2844, 0.3928], [-0.4578, 0.3743, 0.2796], [0.2279, -0.1128, 0.0557], [-0.0659, 0.5864, 0.2800], [-0.0688, 0.1120, -0.0674], [-0.2291, 0.1850, 0.4417], [-0.3895, -0.0588, -0.1506], [-0.0748, -0.1223, -0.1665], [-0.0646, 0.4418, -0.1393], [-0.2624, 0.3491, 0.0379], [0.3417, 0.1438, 0.2615], [0.2093, 0.1474, 0.2475], [0.1235, -0.7273, 0.1057], [0.7502, 0.2068, -0.2396], [-0.1812, -0.0499, -0.5802], [0.7740, -0.1475, -0.6338], [-0.3727, 0.0930, 0.1371], [-0.3942, -0.4461, -0.2126], [0.1069, -0.3157, 0.3920], [-0.2284, -0.1623, -0.3853], [0.1157, -0.2571, 0.2346], [-0.1779, 0.4738, 0.1138], [-0.2525, 0.3214, 0.1762], [-0.1368, -0.2710, 0.1023], [0.2723, 0.1660, 0.0275], [-0.1446, 0.1336, 0.1888], [0.2817, 0.0180, -0.0789], [-0.1811, -0.2043, -0.2122], [-0.3215, 0.0741, -0.2113], [0.0865, 0.3410, 0.3417], [0.2266, 0.0977, -0.3975], [-0.4454, 0.4012, 0.2495], [0.1770, -0.1906, 0.4014], [0.2034, 0.1958, -0.1250], [-0.0903, -0.4519, -0.1229], [-0.1189, 0.1758, 0.1385], [0.4528, -0.4776, -0.1425], [-0.0181, -0.0173, 0.1072], [-0.0567, 0.0191, -0.0009], [-0.0538, -0.0398, -0.0799], [0.0521, 0.0038, 0.0482], [0.0810, -0.1795, 0.0358], [0.0422, 0.1988, -0.1727], [-0.2357, -0.0231, -0.1125]],
  "mulliken_spin": [5.25, 0.03, -0.04, -0.04, -0.01, 0.04, -0.01, 0.00, 0.00, 0.00, 0.00, 0.00, 0.00, 0.00, 0.00, 0.00, 0.00, 0.00, -0.01, 0.00, 0.00, 0.00, 0.01, 0.00, 0.00, 0.00, 0.00, 0.00, 0.00, 0.00, 0.00, 0.00, 0.00, 0.00, 0.00, 0.00, 0.00, 0.00, 0.00, 0.00, 0.00, 0.00, 0.00, 0.00, 0.00, 0.00, -0.05, 0.00, 0.00, -0.04, -0.02, 0.00, 0.00, 0.00, 0.00, 0.00, 0.00, 0.00, 0.00, 0.00, 0.00, 0.00, 0.00, 0.00, 0.00, 0.00, 0.00, 0.00, 0.01, -0.01, -0.10, 0.00, 0.00, 0.00, 0.00, 0.00, 0.00, 0.00]
}